*one*
The ion C3H7IN3 with charge +1, computed with ωB97M-V/def2-TZVPD.

Geometry as ORCA input:
```
! RIJCOSX wB97M-V def2-TZVPD def2/J DEFGRID3
* xyz 1 1
C -0.43 -0.52 -1.02
C 0.62 0.67 -0.86
C -0.84 -1.06 1.23
N 1.91 1.59 0.70
N -1.30 -0.60 0.12
N 1.13 0.67 0.50
I -3.21 0.13 0.00
H -0.86 -0.35 -1.93
H -0.07 -1.55 -1.24
H 1.57 0.56 -1.44
H 0.29 1.67 -1.01
H -1.45 -0.91 2.15
H 0.11 -1.77 1.22
H 2.52 1.48 1.59
*
```

Its SMILES is [H]/N=N/CC[N+](=C)I.

Charges in e, computed with Löwdin, in the same order as the atoms: number 1, C, carries -0.217; number 2, C, carries -0.141; number 3, C, carries 0.023; number 4, N, carries 0.081; number 5, N, carries -0.585; number 6, N, carries -0.113; number 7, I, carries 1.074; number 8, H, carries 0.074; number 9, H, carries 0.150; number 10, H, carries 0.144; number 11, H, carries 0.108; number 12, H, carries 0.110; number 13, H, carries 0.171; number 14, H, carries 0.122

---

*two*
A structure of composition C3H7IN3, computed with ωB97M-V/def2-TZVPD.

Geometry as ORCA input:
```
! RIJCOSX wB97M-V def2-TZVPD def2/J DEFGRID3
* xyz 1 1
C -0.70 -1.11 0.77
C 0.83 1.61 -0.86
C -1.65 -1.80 1.69
N -0.57 0.10 0.66
N 0.63 0.33 -0.80
N 1.71 2.26 -1.64
I 1.38 -1.28 -1.70
H -0.18 -1.75 0.15
H 0.06 2.14 -0.29
H -1.32 -2.81 1.76
H -2.61 -1.37 1.39
H -1.61 -1.46 2.79
H 1.92 3.28 -1.40
H 2.10 1.86 -2.52
*
```

Charges in e, computed with Löwdin, in the same order as the atoms: number 1, C, carries -0.311; number 2, C, carries -0.305; number 3, C, carries -0.016; number 4, N, carries 0.229; number 5, N, carries -0.536; number 6, N, carries 0.131; number 7, I, carries 1.098; number 8, H, carries -0.038; number 9, H, carries 0.146; number 10, H, carries 0.075; number 11, H, carries 0.107; number 12, H, carries 0.129; number 13, H, carries 0.165; number 14, H, carries 0.125

---

*three*
The ion C3H7IN3 with charge +1, computed with ωB97M-V/def2-TZVPD.

Geometry as ORCA input:
```
! RIJCOSX wB97M-V def2-TZVPD def2/J DEFGRID3
* xyz 1 1
C -0.65 -0.81 -1.43
C -0.62 0.94 0.17
C 1.09 -0.69 1.34
N 0.47 -0.94 -0.90
N -1.40 0.16 -0.82
N 0.64 0.04 0.12
I -0.09 3.05 -0.47
H -1.06 -1.49 -2.20
H -1.27 1.10 0.99
H 0.26 -1.39 1.85
H 1.88 -1.35 0.96
H 1.47 0.00 2.03
H -2.07 0.72 -1.37
H 1.36 0.68 -0.28
*
```

Its SMILES is C[N@H+]1N=CN[C@@H]1I.

Charges in e, computed with Löwdin, in the same order as the atoms: number 1, C, carries -0.137; number 2, C, carries -0.530; number 3, C, carries 0.027; number 4, N, carries 0.088; number 5, N, carries 0.013; number 6, N, carries -0.164; number 7, I, carries 0.820; number 8, H, carries 0.169; number 9, H, carries 0.078; number 10, H, carries 0.172; number 11, H, carries 0.110; number 12, H, carries 0.075; number 13, H, carries 0.147; number 14, H, carries 0.134

---

Name the most stable of them. *three*.

---

*one*
A structure of composition C4H11O2S, computed with ωB97M-V/def2-TZVPD.

Geometry as ORCA input:
```
! RIJCOSX wB97M-V def2-TZVPD def2/J DEFGRID3
* xyz -1 1
C -1.52 -1.08 -0.54
O -0.88 -1.98 0.31
C -0.77 0.29 -0.60
C 0.74 0.09 -0.54
C 1.58 1.41 -0.62
S 3.36 0.93 -0.38
H -1.55 -1.43 -1.58
H -2.53 -0.83 -0.19
H -1.13 0.81 0.28
H -1.01 0.87 -1.49
H 1.09 -0.48 -1.39
H 1.02 -0.56 0.30
H 1.44 1.84 -1.62
H 1.23 2.18 0.08
H 2.47 1.01 1.30
H -1.05 -1.47 1.36
H -0.91 -0.69 2.99
O -1.57 -0.92 2.33
*
```

Charges in e, computed with Löwdin, in the same order as the atoms: number 1, C, carries -0.372; number 2, O, carries -0.250; number 3, C, carries -0.217; number 4, C, carries -0.336; number 5, C, carries -0.684; number 6, S, carries 0.522; number 7, H, carries 0.088; number 8, H, carries 0.091; number 9, H, carries 0.089; number 10, H, carries 0.094; number 11, H, carries 0.093; number 12, H, carries 0.080; number 13, H, carries 0.053; number 14, H, carries 0.047; number 15, H, carries 0.143; number 16, H, carries -0.037; number 17, H, carries -0.078; number 18, O, carries -0.327

---

*two*
A cluster of 2 separate species, C4H11O2S in total, computed with ωB97M-V/def2-TZVPD.

Geometry as ORCA input:
```
! RIJCOSX wB97M-V def2-TZVPD def2/J DEFGRID3
* xyz -1 1
C -0.09 1.25 1.24
O 0.74 2.28 0.73
C 0.35 -0.15 0.76
C -0.85 -1.17 0.65
C -0.52 -2.10 -0.47
S -0.80 -1.39 -2.16
H -1.11 1.59 0.97
H 0.00 1.27 2.36
H 0.91 0.00 -0.24
H 1.10 -0.58 1.50
H -1.07 -1.50 1.63
H -1.72 -0.62 0.27
H -0.96 -3.09 -0.42
H 0.52 -2.23 -0.44
H 1.76 1.56 -1.93
H 0.42 0.89 -2.46
H 0.54 2.26 -0.17
O 0.77 1.74 -1.82
*
```

Charges in e, computed with Löwdin, in the same order as the atoms: number 1, C, carries -0.287; number 2, O, carries -0.104; number 3, C, carries -0.207; number 4, C, carries -0.314; number 5, C, carries -0.748; number 6, S, carries 0.163; number 7, H, carries 0.117; number 8, H, carries 0.111; number 9, H, carries 0.095; number 10, H, carries 0.113; number 11, H, carries 0.075; number 12, H, carries 0.074; number 13, H, carries 0.035; number 14, H, carries -0.002; number 15, H, carries 0.063; number 16, H, carries 0.064; number 17, H, carries -0.034; number 18, O, carries -0.213

---

Name the most stable of them. *two*.

---

*one*
A cluster of 2 separate species, C3H13N2O in total, computed with ωB97M-V/def2-TZVPD.

Geometry as ORCA input:
```
! RIJCOSX wB97M-V def2-TZVPD def2/J DEFGRID3
* xyz 2 2
N -0.95 -1.26 -1.02
C 0.31 -1.91 -0.43
C 1.47 -0.79 0.05
N 0.83 0.45 0.20
C 0.82 1.25 1.44
H -1.23 -0.42 -0.48
H -0.63 -0.85 -1.90
H -1.73 -1.92 -0.99
H 0.02 -2.44 0.47
H 0.73 -2.54 -1.20
H 1.77 -1.23 1.02
H 2.31 -0.91 -0.61
H 1.22 1.13 -0.48
H 0.37 0.61 2.19
H 0.08 2.04 1.36
H 1.79 1.64 1.77
H -2.51 2.06 0.54
H -2.12 2.27 -0.96
O -1.80 1.92 -0.12
*
```

Its expectation value of S² is 0.755.

Charges in e, computed with Löwdin, in the same order as the atoms: number 1, N, carries 0.206; number 2, C, carries -0.006; number 3, C, carries -0.067; number 4, N, carries 0.086; number 5, C, carries 0.031; number 6, H, carries 0.133; number 7, H, carries 0.180; number 8, H, carries 0.192; number 9, H, carries 0.138; number 10, H, carries 0.137; number 11, H, carries 0.155; number 12, H, carries 0.151; number 13, H, carries 0.190; number 14, H, carries 0.118; number 15, H, carries 0.092; number 16, H, carries 0.157; number 17, H, carries 0.091; number 18, H, carries 0.069; number 19, O, carries -0.051

---

*two*
A cluster of 2 separate species, C3H13N2O in total, computed with ωB97M-V/def2-TZVPD.

Geometry as ORCA input:
```
! RIJCOSX wB97M-V def2-TZVPD def2/J DEFGRID3
* xyz 2 2
N -0.73 -0.22 -1.10
C 0.77 -0.20 -0.73
C 0.98 1.41 -0.20
N -0.25 1.65 0.54
C -0.39 1.02 1.86
H -1.11 0.69 -0.57
H -0.80 -0.01 -2.06
H -1.08 -1.13 -0.98
H 0.90 -0.68 0.21
H 1.53 -0.43 -1.54
H 1.97 1.25 0.35
H 1.19 2.08 -1.20
H -0.49 2.70 0.63
H -0.54 1.83 2.52
H 0.64 0.63 2.12
H -1.20 0.34 1.99
H -1.19 -3.57 -0.95
H 0.18 -4.10 -0.36
O -0.37 -3.27 -0.52
*
```

Its expectation value of S² is 0.755.

Charges in e, computed with Löwdin, in the same order as the atoms: number 1, N, carries 0.223; number 2, C, carries -0.018; number 3, C, carries -0.081; number 4, N, carries 0.028; number 5, C, carries 0.040; number 6, H, carries 0.185; number 7, H, carries 0.149; number 8, H, carries 0.116; number 9, H, carries 0.094; number 10, H, carries 0.173; number 11, H, carries 0.179; number 12, H, carries 0.204; number 13, H, carries 0.232; number 14, H, carries 0.110; number 15, H, carries 0.150; number 16, H, carries 0.132; number 17, H, carries 0.061; number 18, H, carries 0.107; number 19, O, carries -0.085

---

Name the most stable of them. *one*.